Formula: C4H16O5
Source: OMol25
Level of theory: the ωB97M-V functional and the def2-TZVPD basis

Output
gap between HOMO and LUMO (alpha / beta)	8.163 / 4.521	eV
energy relative to the best compared isomer or geometry (same formula, charge and spin)	30.7	kcal/mol
⟨S²⟩	0.758
HOMO level (alpha / beta)	-14.2 / -14.2	eV
DFT total energy	-14632.865	eV
spin multiplicity	2
strongest force on any atom	5.405	eV Å⁻¹
total charge	+1

Each line ends with the Löwdin spin population.
CARTESIAN COORDINATES (ANGSTROEM)
1 H -1.502 2.370 0.243  0.00
2 H -0.767 -1.760 -2.622  0.01
3 H 1.512 0.833 -2.303  0.00
4 O -1.143 1.895 1.076  0.02
5 H 0.954 -0.881 2.026  0.00
6 H -0.930 -0.179 -3.318  0.00
7 H -1.562 -2.673 -0.195  0.00
8 C 1.286 1.678 -0.273  0.15
9 O 0.976 2.765 0.074  0.55
10 H -1.775 -0.758 -1.803  0.00
11 C 0.252 -0.476 -1.323  0.02
12 H 0.995 -1.187 -1.648  0.00
13 O -0.769 -3.047 -0.429  0.00
14 O 1.553 -0.864 2.680  0.00
15 H -1.160 2.737 1.582  0.00
16 H -0.036 -0.738 -0.274  0.00
17 H -2.271 -1.414 1.383  0.00
18 O -1.332 -1.327 1.340  0.00
19 H -0.087 -2.656 0.100  0.00
20 H 2.332 1.310 0.003  0.09
21 H -1.116 -0.420 1.542  0.00
22 C -0.846 -0.696 -2.365  0.03
23 C 0.772 0.952 -1.518  0.12
24 H 0.111 1.699 -1.993  0.01
25 H 2.226 -0.409 2.222  0.00

Force components x, y, z for each atom (eV/Å):
H 0.4358 -1.8349 1.3445
H 0.2462 0.1599 -0.2139
H 1.1014 0.4688 0.4877
O -1.3154 2.5585 -1.8851
H -4.2266 -0.8182 -3.2681
H 0.3505 0.6344 0.3699
H -2.4378 1.2544 1.0217
C 2.2248 0.8287 -1.3882
O 0.2965 -0.6188 0.2485
H -0.5196 0.8122 -0.4047
C 0.0443 0.0404 0.0538
H 0.9071 0.0912 0.5137
O 2.6237 -2.3627 -2.1426
O 2.2289 -0.0734 3.4253
H 0.2690 -0.9877 0.6942
H -0.1604 0.5077 -1.2978
H -1.0338 0.0957 0.3608
O 1.0753 0.1035 0.1497
H -0.0142 -0.0161 0.6287
H -0.7304 -0.0296 0.5278
H -0.4916 0.6848 0.3661
C -1.2788 -2.0297 0.9584
C -1.2019 0.2996 -1.0114
H -0.4337 -0.5485 0.5672
H 2.0409 0.7798 -0.1062